No. 1
{"formula": "H17LiO9", "method": "ωB97M-V with the def2-TZVPD basis set", "symbols": ["O", "O", "O", "O", "O", "O", "O", "O", "O", "Li", "H", "H", "H", "H", "H", "H", "H", "H", "H", "H", "H", "H", "H", "H", "H", "H", "H"], "positions_angstrom": [[2.09352, -0.05952, -1.10948], [-0.07848, 0.64248, -0.54348], [-1.70548, -2.03952, 1.89852], [-0.34448, 1.38848, 3.00652], [1.57552, -0.88952, 2.47952], [-2.59048, 0.17348, 0.18952], [0.65352, -1.85852, 0.14852], [1.16452, 2.48548, -2.50048], [-1.67748, -0.84252, -2.21848], [-0.23048, 2.09948, -1.61248], [-1.12948, -0.38452, -1.56248], [1.23252, -0.98752, 1.67152], [-2.91548, 1.17648, 0.12652], [2.18752, -0.41252, -2.06548], [1.97652, -0.13752, 2.36452], [1.01852, 2.37348, -3.44348], [0.42852, 0.70648, 3.13952], [0.18152, 2.08348, 2.74352], [0.40652, -1.02652, -0.34948], [-1.81248, 0.27048, -0.29748], [-2.19748, -1.60352, -1.69748], [-0.01448, 0.61448, 0.57252], [1.28152, -2.35052, -0.41348], [1.94552, 1.97748, -2.45648], [1.21052, 0.39348, -0.86148], [-1.72748, -1.39552, 1.27652], [-0.93248, -2.39752, 1.51452]], "forces_ev_per_a": [[2.5, -0.5, -2.8], [-0.6, 1.0, 5.0], [-0.4, -2.4, 2.7], [1.1, -4.2, 0.9], [-1.3, -4.6, 5.8], [-3.7, 3.6, 1.1], [-0.5, -0.1, -0.7], [-0.4, 1.0, -1.7], [-1.6, -2.6, 0.9], [-1.0, -0.5, 1.1], [0.1, -0.6, -0.1], [-2.5, -2.0, -5.2], [0.6, -3.5, 0.6], [-0.7, 1.0, 2.6], [4.4, 6.6, -0.3], [-0.5, 0.5, -0.5], [-2.6, 0.9, 0.0], [1.4, 3.2, -0.9], [0.4, -1.4, 0.4], [2.1, 0.1, -1.0], [1.8, 2.8, -1.6], [-0.7, 0.5, -4.5], [-0.4, 0.6, 0.5], [1.9, -1.2, 1.3], [0.2, -0.5, -1.0], [-1.6, 4.1, -2.6], [1.9, -1.8, 0.1]], "homo_energy_ev": -10.11, "orbital_gap_ha": 0.3320, "charge": 0}

No. 2
{"formula": "H17O8", "method": "ωB97M-V with the def2-TZVPD basis set", "symbols": ["O", "O", "O", "O", "O", "O", "O", "O", "H", "H", "H", "H", "H", "H", "H", "H", "H", "H", "H", "H", "H", "H", "H", "H", "H"], "positions_angstrom": [[43.01500, 39.85900, 49.44200], [42.15100, 42.32300, 48.42900], [41.83900, 39.76400, 46.89700], [40.54800, 38.06100, 49.30800], [41.10200, 40.87900, 51.71800], [43.05700, 38.53800, 51.99700], [42.49100, 42.72900, 53.09800], [44.80100, 41.72500, 50.66300], [40.16800, 38.03200, 50.21000], [41.78400, 40.43700, 46.19600], [43.41400, 42.55400, 52.80500], [41.52000, 42.80500, 49.11300], [45.13300, 42.56700, 50.19300], [42.87400, 37.64100, 51.61900], [40.89700, 39.93600, 51.94200], [43.10100, 40.65700, 48.92700], [43.89600, 38.39100, 52.38400], [42.32100, 39.10000, 49.20200], [39.93400, 38.30700, 48.77300], [41.58700, 42.31200, 47.57400], [42.19000, 42.20600, 52.28800], [45.70200, 41.31500, 50.89100], [40.96700, 39.23400, 46.79800], [43.14500, 40.22200, 50.29400], [40.47300, 40.83300, 51.13100]], "forces_ev_per_a": [[-0.5, -2.8, -1.7], [-3.2, 1.3, 0.1], [-2.4, -1.0, -0.4], [6.5, -2.1, 6.3], [3.9, -2.5, 4.2], [-1.6, -1.2, -1.5], [1.1, -1.5, -2.8], [2.9, 1.0, -0.7], [0.2, -0.1, -0.9], [0.1, -0.5, 0.2], [0.0, 0.8, 1.2], [2.0, -1.4, -2.1], [-1.1, -1.7, 1.0], [0.0, 1.0, 0.5], [1.6, 0.7, 1.3], [-0.8, 1.0, -2.0], [1.5, 0.1, 1.0], [1.0, 2.2, 0.7], [-6.3, 2.4, -5.3], [1.4, 0.1, 2.2], [-0.8, 1.0, 1.9], [-2.0, 0.6, -0.3], [2.3, 1.3, 0.0], [-0.2, -0.3, 3.0], [-5.7, 1.5, -5.9]], "homo_energy_ev": -13.20, "orbital_gap_ha": 0.3532, "charge": 1}

No. 3
{"formula": "H17O9", "method": "ωB97M-V with the def2-TZVPD basis set", "symbols": ["O", "O", "O", "O", "O", "O", "O", "O", "O", "H", "H", "H", "H", "H", "H", "H", "H", "H", "H", "H", "H", "H", "H", "H", "H", "H"], "positions_angstrom": [[-2.32036, 1.60402, -2.46659], [1.63780, 0.73959, -3.15802], [-1.96856, 2.87169, 1.72743], [3.40114, -0.42839, 1.22722], [-1.17411, 0.69438, 0.43845], [1.67064, -2.64378, -0.15188], [-1.31345, -0.55563, 2.83947], [-1.01106, -3.87338, -0.05224], [1.09918, 1.28207, -0.41335], [-0.17559, -3.38243, -0.13411], [0.30383, 1.00203, 0.14470], [-2.06185, 2.02896, 1.21376], [2.22147, -2.01648, 0.32752], [-0.39555, -0.56223, 2.56244], [1.01973, 2.23998, -0.43555], [0.79951, 1.21469, -3.18696], [-1.32977, 2.67283, 2.41461], [3.04727, -0.20209, 0.35466], [-1.45039, 0.41125, -0.43300], [2.61791, -0.30967, 1.77915], [-1.70846, 0.00363, 2.13237], [-2.01823, 1.08613, -1.70490], [1.37844, -2.28594, -0.99283], [-1.58119, -3.16942, 0.27160], [1.69384, 0.53060, -2.21207], [-2.37261, 2.46744, -2.03659]], "forces_ev_per_a": [[0.1, 0.2, 0.4], [0.0, -0.2, 0.0], [-0.6, 0.2, 0.0], [-0.5, -0.4, -0.2], [-0.4, 0.0, 0.3], [-0.3, -0.7, 0.1], [-0.4, 0.3, 0.2], [0.2, 0.5, -0.1], [1.0, 0.0, 0.1], [0.1, -0.5, 0.2], [-0.8, -0.1, -0.4], [0.8, 0.3, 0.1], [0.0, 0.2, -0.2], [0.1, -0.1, -0.1], [0.1, 0.0, 0.0], [0.0, 0.0, -0.1], [0.0, -0.2, 0.0], [0.2, 0.5, 0.0], [0.1, -0.5, 0.2], [0.1, 0.2, 0.1], [0.4, -0.5, -0.1], [-0.1, 0.0, -0.4], [0.3, 0.5, 0.0], [-0.3, -0.1, 0.1], [-0.1, 0.3, 0.0], [-0.1, 0.1, -0.3]], "homo_energy_ev": -6.01, "orbital_gap_ha": 0.3323, "charge": -1}

Here are the calculated LUMO level numbers, same order: -1.1, -3.6, 3.0 (eV).
Here are the calculated energy above the lowest of the compared OMol25 structures with the same formula, charge and spin numbers, same order: 1.8613, 3.8558, 0.9550 (eV).
Here are the calculated strongest force on any atom numbers, same order: 0.1535, 0.1801, 0.0202 (Eh/bohr).